C3H7NO | the ωB97M-V functional and the def2-TZVPD basis

The geometry in XYZ format:
```
12
Properties=species:S:1:pos:R:3:forces:R:3:lowdin_charge:R:1
C -2.068 0.145 -0.334 -0.1435 0.1509 -0.1838 -0.05
N -0.608 -0.133 0.339 -0.0299 -0.1932 0.0836 -0.05
C 0.561 -0.080 -0.430 0.0492 -0.0519 -0.3079 -0.52
O 0.541 -0.366 -1.607 0.0088 0.1572 0.5322 0.08
C 1.793 0.377 0.318 0.0548 0.0025 0.0038 0.00
H -1.272 -1.000 0.069 0.3050 -0.0238 0.2093 0.13
H -1.941 -0.180 -1.368 -0.0541 0.0302 0.1170 0.01
H -2.763 -0.477 0.248 0.0660 0.0613 -0.0648 0.00
H -0.558 0.194 1.297 -0.0093 -0.0655 -0.2550 0.14
H 1.866 1.469 0.238 -0.0295 -0.1743 0.0146 0.09
H 2.678 -0.058 -0.151 -0.1784 0.0691 0.0472 0.09
H 1.772 0.110 1.380 -0.0393 0.0375 -0.1964 0.08
```
Positions in Å, forces in eV/Å.

E_HOMO ... -0.277 hartree
Relative energy (zero: lowest compared OMol25 entry of this formula, charge and spin) ... 454.6 kJ/mol
Orbital gap ... 8.144 eV
Molecular weight ... 73.09 g/mol

C4H12O | the ωB97M-V functional and the def2-TZVPD basis

The geometry in XYZ format:
```
17
Properties=species:S:1:pos:R:3:forces:R:3:lowdin_charge:R:1
C 1.187 -0.529 -1.705 -1.0874 -0.0909 1.2800 -0.08
C 1.501 0.734 -0.930 -1.7662 3.0206 -0.4838 -0.26
O 0.316 1.622 -0.727 0.1515 -0.4995 -0.7741 -0.15
H 0.866 -1.309 -1.000 0.7126 -0.2637 -0.2935 0.07
H 2.041 -0.759 -2.328 -0.0179 -0.6022 -0.0687 0.07
H 0.265 -0.412 -2.307 0.7173 0.4401 -0.1204 0.09
H 1.844 0.789 0.106 0.9918 -1.2734 -0.4731 0.11
H 2.047 1.419 -1.589 0.6974 -0.4608 0.4418 0.11
H -0.464 1.068 -0.705 -0.2841 -0.0782 -0.0620 0.03
C -1.718 -0.680 0.973 -1.0838 -0.3393 1.4453 -0.16
C -0.636 0.115 1.724 0.1826 -0.8249 0.3726 -0.15
H -2.038 -1.550 1.562 0.3045 0.1007 0.4183 0.06
H -2.688 -0.187 0.893 0.2634 0.4532 -0.7030 0.06
H -1.423 -1.202 0.080 0.3499 0.4996 -0.8123 0.04
H -0.137 -0.641 2.344 0.8814 0.2614 -0.6234 0.07
H -0.955 0.770 2.522 -0.9943 0.3802 -0.0600 0.06
H -0.007 0.751 1.087 -0.0188 -0.7231 0.5162 0.03
```
Positions in Å, forces in eV/Å.

E_HOMO ... -0.371 hartree
Relative energy (zero: lowest compared OMol25 entry of this formula, charge and spin) ... 139.4 kJ/mol
Orbital gap ... 11.148 eV
Molecular weight ... 76.14 g/mol
Structure (SMILES) ... CCO.CC

C17H26Ge2NRuS5 | the ωB97M-V functional and the def2-TZVPD basis

The geometry in XYZ format:
```
52
Properties=species:S:1:pos:R:3:forces:R:3:mulliken_spin:R:1
Ru -2.055 0.611 -1.691 -1.2495 1.3965 0.5899 2.43
C -1.960 -1.722 2.724 1.6853 -1.9489 0.9060 0.00
C -2.543 -1.259 1.435 -1.9903 -0.6469 -0.6006 0.02
Ge -1.982 0.488 0.795 0.6567 0.7760 2.2490 0.17
C -2.813 1.861 2.012 -0.6835 0.0360 -1.7578 0.02
C -3.093 1.550 3.475 0.8284 -0.3279 0.0917 0.00
C -0.069 0.866 1.221 1.8204 -1.0690 0.5305 0.16
C 0.951 0.223 0.561 -1.1673 0.6449 -0.1936 0.00
Ge 0.373 0.141 -1.321 0.1326 -2.0231 0.8666 -0.09
C 0.530 -1.716 -1.971 1.9974 0.0811 -0.8557 0.02
C 1.999 -2.207 -2.143 0.4429 -1.4443 3.1612 0.01
C 1.245 1.485 -2.370 0.3759 0.7640 1.1345 0.07
C 1.438 1.156 -3.825 0.8188 -0.8181 -0.1750 0.00
C 2.313 -0.095 1.122 -1.4578 0.8456 0.0594 0.00
C 2.399 -0.175 2.523 1.2704 -0.3472 -0.2446 0.01
C 3.679 -0.309 3.093 -0.3038 0.0016 0.2522 0.00
C 4.827 -0.404 2.298 0.2094 1.0896 0.1562 0.00
C 4.709 -0.323 0.894 0.2254 -0.4850 1.2603 0.00
C 3.461 -0.201 0.324 0.0987 0.1605 -1.0927 0.00
H -2.648 -2.074 3.488 -0.5269 0.1434 -0.1466 0.00
H -1.392 -0.952 3.187 0.5684 0.7874 0.5939 0.00
H -1.224 -2.591 2.661 -0.7945 1.0569 -0.4202 0.00
H -3.651 -1.203 1.554 0.4898 0.5200 0.0286 0.00
H -2.523 -2.009 0.662 0.5992 -0.3214 -0.4253 0.00
H -3.728 2.264 1.466 1.0706 -0.4182 1.1840 0.00
H -2.040 2.613 1.854 -0.0772 0.4143 0.5579 0.00
H -2.244 1.064 4.017 -0.3761 0.6935 -0.4703 0.00
H -3.911 0.854 3.633 -0.3388 0.0282 -0.2477 0.00
H -3.338 2.504 3.927 -0.0717 -0.0299 0.5865 0.00
H 0.221 1.327 2.185 -0.5741 -0.1780 -0.1223 0.01
H 0.081 -1.803 -2.954 -0.5138 -0.0705 -0.0752 0.00
H 0.084 -2.396 -1.264 -0.5912 -0.0861 0.1545 0.00
H 2.739 -1.596 -2.582 0.3097 1.1111 -1.2055 0.00
H 2.070 -3.211 -2.580 -0.2105 0.2742 -0.1969 0.00
H 2.514 -2.353 -1.106 -1.1720 0.1228 -1.3813 0.00
H 2.149 1.790 -1.800 -0.3361 -0.1110 -0.5614 0.00
H 0.517 2.294 -2.232 0.3532 0.2152 -0.2813 0.01
H 2.387 0.585 -4.026 -0.7348 0.7093 0.2738 0.00
H 1.443 2.112 -4.348 -0.0254 -0.4518 -0.5941 0.00
H 0.636 0.473 -4.151 0.2240 0.5980 -0.3011 0.01
H 1.509 -0.148 3.161 0.4013 0.0620 -0.4132 0.00
H 3.765 -0.291 4.191 0.0556 -0.1326 -0.6317 0.00
H 5.815 -0.307 2.801 -0.7844 -0.5454 -0.5744 0.00
H 5.588 -0.382 0.264 -0.0093 0.0736 0.0623 0.00
H 3.476 -0.144 -0.798 -0.6170 0.0395 1.2484 0.00
S -2.714 -1.386 -2.325 -1.1168 -1.9941 -0.5597 0.39
S -4.798 -1.360 -2.457 0.2634 -0.6692 -0.2091 0.48
S -5.640 -0.437 -0.959 0.9940 0.7280 -0.1899 0.33
S -4.062 1.178 -0.709 -0.1618 -0.2300 -0.4427 0.58
S -1.164 2.468 -5.980 -0.4037 -0.9733 2.1098 0.21
C -1.502 1.806 -4.504 -0.7173 0.1282 -0.0597 0.13
N -1.824 1.341 -3.435 1.1143 1.8202 -3.6276 0.02
```
Positions in Å, forces in eV/Å.

E_HOMO (alpha / beta) ... -0.274 / -0.301 hartree
Relative energy (zero: lowest compared OMol25 entry of this formula, charge and spin) ... 236.7 kJ/mol
Orbital gap (alpha / beta) ... 6.379 / 4.632 eV
Multiplicity ... 6
Molecular weight ... 651.03 g/mol
<S²> ... 8.79

C22H21ClN2O4S | the ωB97M-V functional and the def2-TZVPD basis

The geometry in XYZ format:
```
51
Properties=species:S:1:pos:R:3:forces:R:3:lowdin_charge:R:1
C -5.443 -5.229 -0.541 0.0684 0.4506 0.0657 -0.07
C -5.614 -3.729 -0.355 -0.2590 -0.2161 -0.0574 -0.27
O -4.330 -3.173 -0.158 0.1735 -0.0352 0.0201 -0.06
C -4.220 -1.833 0.061 0.0920 0.2239 0.0323 -0.27
C -5.278 -0.932 0.074 -0.0011 -0.3428 -0.0534 -0.02
C -5.044 0.412 0.311 0.3032 0.2889 0.0655 -0.02
C -3.757 0.885 0.531 0.0104 -0.7164 -0.0905 -0.29
N -3.531 2.246 0.730 0.5261 0.6190 0.6178 -0.09
S -2.210 2.892 1.518 -0.5663 0.1151 -0.0796 0.64
O -1.764 2.033 2.567 0.1921 -0.2767 -0.2818 -0.26
O -2.583 4.236 1.839 -0.0187 -0.0391 -0.1817 -0.30
C -0.962 2.918 0.226 -0.4014 0.0744 0.2404 -0.28
C 0.225 2.246 0.432 0.1935 -0.1742 0.2036 0.01
C 1.213 2.265 -0.552 -0.6054 0.2463 0.0340 -0.20
N 2.426 1.602 -0.424 0.4273 -0.1161 -0.2261 0.13
C 2.865 0.806 0.610 0.0071 0.1413 -0.3010 -0.41
O 2.230 0.597 1.618 -0.1067 0.0144 0.1832 0.10
C 4.222 0.235 0.386 0.3283 -0.2399 0.1185 -0.14
C 5.011 -0.010 1.506 -0.2215 0.0982 -0.0949 0.00
C 6.276 -0.546 1.371 0.0039 -0.0093 -0.0943 -0.03
C 6.780 -0.870 0.117 -0.0962 0.0301 -0.0143 -0.27
C 8.146 -1.458 -0.046 0.0167 -0.0229 -0.0309 -0.05
C 5.978 -0.649 -0.999 0.0669 0.0057 0.0384 -0.04
C 4.716 -0.101 -0.873 -0.0806 0.0612 0.1263 -0.03
C 0.977 2.984 -1.729 0.0096 -0.1095 0.2115 -0.01
C -0.211 3.657 -1.927 -0.1413 -0.0565 0.2311 -0.08
C -1.192 3.622 -0.943 0.1496 -0.0401 -0.0513 -0.64
Cl -2.674 4.446 -1.171 -0.2420 0.4830 -0.6094 0.76
C -2.695 -0.015 0.512 -0.1792 -0.1346 -0.0331 -0.01
C -2.928 -1.354 0.285 -0.1916 -0.1134 -0.0542 0.01
H -4.970 -5.659 0.338 0.0190 -0.0827 0.0781 0.08
H -6.411 -5.697 -0.693 -0.0898 -0.0689 -0.0190 0.07
H -4.811 -5.425 -1.403 0.0353 -0.0598 -0.0921 0.08
H -6.252 -3.527 0.517 0.0577 0.0520 -0.1091 0.13
H -6.086 -3.288 -1.244 0.0350 0.0164 0.1326 0.12
H -6.293 -1.259 -0.093 -0.0677 -0.0578 -0.0176 0.10
H -5.875 1.101 0.322 -0.1048 0.0734 0.0073 0.11
H -4.347 2.836 0.764 0.1210 0.2570 0.0443 0.11
H 0.371 1.716 1.360 0.0666 -0.0372 -0.0184 0.11
H 3.068 1.738 -1.192 -0.0627 -0.0355 0.2342 0.13
H 4.612 0.231 2.479 -0.0441 0.0086 0.0875 0.12
H 6.879 -0.721 2.250 0.0710 -0.0120 0.0816 0.11
H 8.659 -1.527 0.910 0.0765 -0.0248 0.0300 0.08
H 8.077 -2.457 -0.476 0.0663 -0.0677 -0.0098 0.09
H 8.745 -0.848 -0.721 0.0897 -0.0009 -0.0157 0.08
H 6.349 -0.915 -1.978 0.0284 -0.0330 -0.1022 0.12
H 4.109 0.022 -1.759 -0.0519 0.0130 -0.0690 0.11
H 1.737 3.014 -2.497 0.0799 -0.0040 -0.0911 0.12
H -0.386 4.208 -2.837 -0.0333 0.0532 -0.0784 0.11
H -1.694 0.334 0.697 0.1353 -0.1128 -0.0116 0.09
H -2.113 -2.060 0.278 0.1152 -0.0862 0.0039 0.12
```
Positions in Å, forces in eV/Å.

E_HOMO ... -0.289 hartree
Relative energy (zero: lowest compared OMol25 entry of this formula, charge and spin) ... 62.4 kJ/mol
Orbital gap ... 8.141 eV
Molecular weight ... 444.94 g/mol
Structure (SMILES) ... CCOc1ccc(NS(=O)(=O)c2cc(NC(=O)c3ccc(C)cc3)ccc2Cl)cc1

C5H10Cl3O | the ωB97M-V functional and the def2-TZVPD basis

The geometry in XYZ format:
```
19
Properties=species:S:1:pos:R:3:forces:R:3:lowdin_charge:R:1
C 2.563 1.029 -0.129 -0.4023 0.3826 0.2962 -0.28
C 1.493 2.010 0.361 -0.0865 -0.0481 -0.3725 -0.35
C 0.320 2.048 -0.642 0.4526 -0.4755 1.2276 -0.32
C -0.961 1.405 -0.101 -0.0175 0.4507 -0.5690 -0.32
O -1.079 0.048 -0.544 -0.2297 -0.5726 0.2962 -0.13
H 2.936 1.285 -1.139 0.1832 -0.1599 -0.2589 0.03
H 2.156 0.022 -0.171 0.0051 -0.3062 -0.1272 0.03
H 3.420 0.992 0.541 0.2132 0.0163 0.1166 0.02
H 1.957 3.002 0.385 0.0431 0.1759 0.0680 -0.02
H 0.081 3.064 -0.954 -0.0325 0.2662 -0.1465 0.07
H 0.585 1.443 -1.511 -0.0651 0.0954 -0.5754 0.08
H -1.839 1.962 -0.456 -0.1926 -0.1120 -0.0569 0.08
H -0.919 1.460 0.976 -0.0264 -0.0312 0.3732 0.07
H -1.190 -0.523 0.229 0.1433 0.3659 -0.3670 -0.02
C -1.861 -3.939 0.680 0.0506 0.1242 -0.0701 -1.55
Cl -1.165 -3.842 -0.934 -0.0143 -0.0073 0.0157 0.54
Cl -1.411 -2.535 1.644 0.0051 -0.1004 0.1189 0.57
Cl -3.620 -4.114 0.599 -0.0245 -0.0294 0.0133 0.50
H -1.465 -4.818 1.167 -0.0049 -0.0348 0.0177 0.00
```
Positions in Å, forces in eV/Å.

E_HOMO ... -0.027 hartree
Orbital gap ... 3.237 eV
Net charge ... -1
Molecular weight ... 192.49 g/mol

C2H2I3NO | the ωB97M-V functional and the def2-TZVPD basis

The geometry in XYZ format:
```
9
Properties=species:S:1:pos:R:3:forces:R:3:lowdin_charge:R:1
C -0.602 -1.455 0.461 0.0278 0.0797 1.5631 -0.46
C 1.165 1.046 0.253 5.4404 0.3230 0.7520 -1.23
N -1.482 -1.782 -0.256 2.1258 -2.8607 1.0428 0.25
O 0.170 -1.271 1.306 0.8355 -0.0804 0.2220 0.09
I -1.668 2.134 -1.899 0.0742 -0.0835 -0.0289 0.11
I 2.480 1.253 1.994 -1.2581 -0.1783 -1.6280 0.66
I 1.861 0.307 -1.505 -0.1031 0.0774 -0.0032 0.77
H 0.186 1.093 0.398 -3.9336 0.2829 0.7868 -0.19
H -2.111 -1.324 -0.752 -3.2088 2.4399 -2.7065 0.01
```
Positions in Å, forces in eV/Å.

E_HOMO (alpha / beta) ... -0.357 / -0.303 hartree
Relative energy (zero: lowest compared OMol25 entry of this formula, charge and spin) ... 263.8 kJ/mol
Orbital gap (alpha / beta) ... 9.111 / 4.705 eV
Molecular weight ... 436.76 g/mol